(1)
{
  "formula": "C20H22ClN3O3S",
  "method": "ωB97M-V/def2-TZVPD",
  "e_homo_ev": -8.59,
  "homo_lumo_gap_ev": 7.96,
  "lumo_energy_ev": -0.63,
  "smiles": "CCN1CCC[C@H]1CNC(=O)c1ccc(Sc2ccccc2Cl)c([N+](=O)[O-])c1",
  "max_force_ha_per_bohr": 0.0295,
  "elements": ["Cl", "S", "O", "O", "O", "N", "N", "N", "C", "C", "C", "C", "C", "C", "C", "C", "C", "C", "C", "C", "C", "C", "C", "C", "C", "C", "C", "C", "H", "H", "H", "H", "H", "H", "H", "H", "H", "H", "H", "H", "H", "H", "H", "H", "H", "H", "H", "H", "H", "H"],
  "xyz": [[1.56911, 2.29977, 4.66959], [1.36038, 4.01226, 1.96332], [2.65447, 3.24723, 0.07517], [2.67776, 1.38788, -1.01346], [-1.97747, -1.82157, 1.31708], [-1.36877, -1.50315, -0.83757], [-0.06829, -2.43175, -3.05380], [2.19699, 2.14387, -0.19036], [-1.41121, -1.16447, 0.46419], [-0.23161, -3.69303, -5.24747], [-0.70290, 5.37216, 5.80457], [0.64466, 3.76137, 4.64893], [-0.72442, 0.12711, 0.79004], [-0.62796, -3.41991, -2.12924], [1.03359, 1.74167, 0.50796], [-0.62593, 2.09328, 2.19871], [-1.78955, -2.78185, -1.34852], [0.50082, 4.48430, 3.46792], [-0.23319, 5.66091, 3.47356], [0.53580, -3.83581, -1.22278], [1.75315, -3.67346, -2.12708], [1.38820, -2.42015, -2.92223], [-0.59039, -2.46391, -4.40345], [0.53189, 2.53813, 1.55040], [0.41399, 0.55024, 0.13580], [-1.22646, 0.91180, 1.83551], [-0.83706, 6.10463, 4.63669], [0.03589, 4.20135, 5.81401], [0.84579, -3.78829, -5.35865], [-1.17109, 5.71231, 6.71534], [-0.22581, -1.56475, -4.90948], [-0.61354, -4.60536, -4.79532], [1.68793, -1.52230, -2.36634], [-1.40912, 7.01933, 4.63047], [-0.32407, 6.22095, 2.55560], [-1.05231, 2.68704, 2.99149], [1.84270, -4.53252, -2.79421], [-1.01811, -4.29790, -2.66228], [-2.65146, -2.64558, -2.01115], [-0.67050, -3.59363, -6.23667], [0.60499, -3.15445, -0.37350], [-0.85341, -0.95373, -1.51024], [0.87300, -0.02106, -0.65784], [0.41484, -4.84910, -0.84548], [0.14972, 3.62894, 6.72096], [-1.67915, -2.38496, -4.33072], [2.68308, -3.56120, -1.57409], [1.87870, -2.38161, -3.89526], [-2.08613, -3.40672, -0.50417], [-2.10757, 0.56565, 2.35405]]
}

***

(2)
{
  "formula": "C9H8N2",
  "method": "ωB97M-V/def2-TZVPD",
  "e_homo_ev": -8.59,
  "homo_lumo_gap_ev": 9.48,
  "lumo_energy_ev": 0.89,
  "smiles": "c1ccc(-c2ncc[nH]2)cc1",
  "max_force_ha_per_bohr": 0.1236,
  "elements": ["N", "N", "C", "C", "C", "C", "C", "C", "C", "C", "C", "H", "H", "H", "H", "H", "H", "H", "H"],
  "xyz": [[-1.86815, 0.72134, 0.62900], [-1.88709, -0.98896, -0.71899], [-3.24428, 0.44808, 0.35069], [1.08515, -1.21652, 0.24066], [3.12775, -0.05114, -0.01864], [-1.14922, -0.21032, -0.12563], [2.46490, -1.21552, 0.24485], [0.93797, 1.08978, -0.42810], [-3.20077, -0.62849, -0.53906], [2.35369, 1.12519, -0.38531], [0.29390, -0.13911, -0.05128], [0.48545, -2.20971, 0.42608], [-1.58077, 1.59137, 1.02181], [2.76471, 2.06070, -0.75813], [3.04552, -2.16274, 0.72800], [0.52220, 1.90202, -0.81841], [-4.04419, 1.11743, 0.89854], [-4.25350, -1.24342, -0.73435], [4.14674, 0.01000, 0.03827]]
}

***

(3)
{
  "formula": "C4H5NO",
  "method": "ωB97M-V/def2-TZVPD",
  "e_homo_ev": -10.09,
  "homo_lumo_gap_ev": 10.86,
  "lumo_energy_ev": 0.78,
  "smiles": "C#CCNC=O",
  "max_force_ha_per_bohr": 0.0407,
  "elements": ["O", "N", "C", "C", "C", "C", "H", "H", "H", "H", "H"],
  "xyz": [[-1.94665, 1.07809, -1.11162], [-0.44217, 0.69070, 0.63452], [-1.63449, 0.96053, 0.04519], [0.84648, 0.37470, -0.00496], [1.23461, -2.20503, -0.61901], [1.04999, -1.04749, -0.34172], [-2.33739, 1.07853, 0.93313], [-0.75135, 0.63814, 1.60425], [1.37594, -3.23858, -0.85408], [0.93427, 0.96889, -0.92641], [1.67075, 0.70152, 0.64071]]
}

***

(4)
{
  "formula": "C45H45F6NO4",
  "method": "ωB97M-V/def2-TZVPD",
  "e_homo_ev": -9.14,
  "homo_lumo_gap_ev": 7.50,
  "lumo_energy_ev": -1.64,
  "smiles": "CCCNC1=C([C@H](C)F)C(=O)C(COC(C)=O)=C(C)C1=O.Fc1ccccc1.Fc1ccccc1.Fc1ccccc1.Fc1ccccc1.Fc1ccccc1",
  "max_force_ha_per_bohr": 0.1771,
  "elements": ["F", "F", "F", "F", "F", "F", "O", "O", "O", "O", "N", "C", "C", "C", "C", "C", "C", "C", "C", "C", "C", "C", "C", "C", "C", "C", "C", "C", "C", "C", "C", "C", "C", "C", "C", "C", "C", "C", "C", "C", "C", "C", "C", "C", "C", "C", "C", "C", "C", "C", "C", "C", "C", "C", "C", "C", "H", "H", "H", "H", "H", "H", "H", "H", "H", "H", "H", "H", "H", "H", "H", "H", "H", "H", "H", "H", "H", "H", "H", "H", "H", "H", "H", "H", "H", "H", "H", "H", "H", "H", "H", "H", "H", "H", "H", "H", "H", "H", "H", "H", "H"],
  "xyz": [[0.33240, -8.19532, 6.58957], [-4.34778, 4.10804, -3.52877], [1.99730, -4.33291, 1.89794], [6.45509, -1.80397, 3.45219], [0.63240, 4.99902, -0.03873], [-3.39112, 7.84935, -5.83965], [-0.40723, -3.95352, -0.43676], [-4.36307, -3.13035, -1.12681], [-3.02963, -1.35029, -0.21166], [2.19467, 0.23555, -2.44193], [4.22814, -1.57801, -0.68390], [0.03448, -6.36473, 3.47320], [-1.34005, -6.46443, 3.25262], [-0.41258, 1.29387, -0.53470], [0.34358, -2.86276, -0.22959], [-6.20291, 1.45233, -0.99223], [-3.74978, 4.44674, -7.04281], [0.08769, 5.56274, -1.12507], [-6.96883, 2.24998, -1.84599], [1.99870, -2.85284, -0.13480], [-4.18157, 2.44889, -1.86113], [3.82610, -0.75729, 1.81834], [-3.39693, 5.52352, -6.22941], [2.72052, -1.67350, -0.68558], [0.90073, 6.24794, -2.02106], [-4.95192, 3.24323, -2.70310], [0.28222, -0.19177, -0.65465], [-4.41866, 4.67552, -8.24782], [0.33448, 6.82961, -3.15510], [6.70917, -2.24285, 5.75528], [0.60073, -6.94640, 4.60725], [7.04016, -1.51006, 4.62092], [2.52579, -5.56771, -0.23024], [-6.33961, 3.15395, -2.70185], [-3.93464, -2.49183, -0.00788], [-4.39683, 7.05226, -7.81818], [2.70386, -4.15067, 0.57442], [-1.28203, 5.45361, -1.33865], [8.57432, -0.16694, 5.89821], [-1.58203, -7.74073, 5.28965], [-0.21231, -7.63160, 5.50323], [7.32279, -1.94076, 6.97070], [-4.52151, -3.03748, 1.42220], [7.96872, -0.47667, 4.68047], [3.43766, 0.83724, 1.50086], [-4.73989, 5.97675, -8.63710], [-3.72583, 6.81586, -6.62354], [-1.04005, 6.72991, -3.37568], [-4.81087, 1.55291, -0.99728], [8.25230, -0.90206, 7.04175], [-1.85037, 6.04479, -2.46696], [-2.15037, -7.14955, 4.16134], [-0.40445, -1.39135, -0.10410], [4.81823, -1.41969, 0.69672], [-1.86254, -1.39018, 0.68275], [1.77422, -0.46993, -1.35745], [-1.83294, -2.29450, 1.42460], [-2.86987, 5.36577, -5.29412], [9.29579, 0.64422, 5.95692], [-4.21705, 0.93401, -0.32897], [0.66373, -5.83452, 2.76241], [0.23487, 2.11566, -1.08567], [-2.92136, 5.97184, -2.63899], [0.96373, 7.35982, -3.86589], [3.83743, -4.02633, 0.83482], [-1.93471, -0.41351, 1.36553], [-8.05283, 2.16701, -1.84296], [-5.25686, 6.15266, -9.57737], [-2.19435, -8.28388, 6.00204], [3.59558, 1.44034, 2.51909], [1.66596, -6.87092, 4.79886], [-1.44258, 1.25474, -1.13284], [-0.69920, 1.59453, 0.56716], [-5.66552, -2.84347, 1.59787], [2.31230, 0.95930, 1.20274], [4.19740, 1.32102, 0.73711], [8.21251, 0.07789, 3.78020], [-4.64672, 8.06944, -8.10109], [7.07681, -2.51420, 7.86119], [-1.78311, -6.00730, 2.37040], [2.87602, -1.40786, 2.08460], [-1.48311, 7.18704, -4.25790], [-6.91843, 3.78749, -3.36597], [-3.90034, -2.67056, 2.36877], [2.50076, -6.42359, 0.60165], [5.31503, -2.44073, 1.06597], [-6.69432, 0.75059, -0.32167], [-3.22136, -7.22250, 3.98931], [4.56286, -0.85926, -1.36250], [-4.37643, -4.22233, 1.40718], [1.53627, -5.66731, -0.84682], [5.97785, -3.04110, 5.68396], [-3.50410, 3.43192, -6.73992], [1.96596, 6.32342, -1.82945], [-1.89435, 4.91046, -0.62626], [5.73900, -0.66848, 0.58361], [4.45737, -0.70756, 2.83073], [-3.10018, 2.53359, -1.88448], [-4.68972, 3.83571, -8.88407], [3.50297, -5.75102, -0.85956], [8.72821, -0.66305, 7.99040]]
}